The following is a quantum chemistry calculation of a structure of composition C8H6O4 at a distorted geometry, from the Open Molecules 2025 dataset.

Geometry (Å):
H  3.139  -2.264  -0.608
O  2.400  -0.028  -0.291
H  -2.700  -1.881  0.675
O  2.141  -2.272  -0.744
H  2.578  2.348  1.250
C  -1.120  -0.811  0.375
O  -1.795  -1.810  1.002
C  1.521  -1.099  -0.383
C  -1.841  1.113  -0.605
C  1.634  1.044  0.159
C  -1.068  0.750  0.707
C  0.321  -0.814  0.180
C  0.386  0.638  0.446
O  2.229  2.293  0.308
H  -2.243  2.135  -0.973
H  -2.299  -0.578  -2.053
H  -1.203  1.259  1.727
C  -2.080  -0.022  -1.171

Properties
ΔE to the lowest compared entry with this formula, charge and spin = 162.1 kcal/mol
LUMO level = 0.50 eV
Kohn-Sham gap = 8.4 eV
HOMO energy = -0.289 hartree
DFT total energy = -609.17800 hartree

Mulliken atomic charge list, values in e, 6 entries: H 0.36; O -0.29; H 0.39; O -0.54; H 0.35; C 0.48